Entry 1:
# C20H60O10

A 10-piece molecular cluster, C20H60O10 overall (ωB97M-V/def2-TZVPD, the Open Molecules 2025 dataset).

```
90
Properties=species:S:1:pos:R:3
C -14.6646 -6.4839 4.0694
C -15.5448 -5.5774 5.0178
O -14.8993 -4.6861 5.8728
H -13.9295 -7.0886 4.6437
H -14.2670 -5.9065 3.2589
H -15.4526 -7.1148 3.7010
H -16.1615 -6.2523 5.6083
H -16.3456 -5.1227 4.3738
H -14.2585 -4.1399 5.4290
C -17.8818 -5.3059 11.4855
C -17.9364 -6.1043 12.7710
O -17.4612 -7.4200 12.5514
H -18.0476 -4.2411 11.5907
H -18.5920 -5.6945 10.7085
H -16.9176 -5.4718 11.0825
H -19.0142 -6.2351 13.1506
H -17.3102 -5.7467 13.6091
H -17.8145 -7.7961 11.6939
C -13.0553 -5.8818 10.0257
C -14.2561 -5.7128 9.1121
O -13.7780 -6.1886 7.8216
H -13.3399 -5.5586 11.0727
H -12.1383 -5.3803 9.6483
H -12.9190 -6.9651 10.0071
H -14.5093 -4.6851 9.0162
H -15.1214 -6.3042 9.4673
H -14.0666 -5.5670 7.1054
C -17.9685 -3.3983 7.0131
C -17.6090 -4.3696 8.1407
O -18.0699 -5.6905 7.7179
H -18.9430 -3.7089 6.6805
H -17.2548 -3.5205 6.1797
H -17.8730 -2.3794 7.2835
H -18.1297 -4.0343 9.0384
H -16.5174 -4.4466 8.3934
H -17.7407 -6.3693 8.3431
C -21.9401 -2.1121 3.9600
C -21.6243 -3.5666 4.3773
O -20.4369 -3.6205 5.1045
H -22.1360 -1.4877 4.8842
H -22.8629 -2.0995 3.3532
H -21.1164 -1.6586 3.3305
H -21.5304 -4.1614 3.4390
H -22.4701 -3.9517 4.9538
H -20.0491 -4.4487 4.8647
C -22.7981 -5.5328 8.2461
C -21.8456 -6.6455 7.8110
O -20.6845 -6.8004 8.5840
H -23.1448 -5.6023 9.2903
H -23.6594 -5.3874 7.5772
H -22.2841 -4.5369 8.1392
H -21.4595 -6.6137 6.8239
H -22.3893 -7.6239 7.9584
H -20.0943 -6.1096 8.2067
C -15.5904 -9.0743 10.4015
C -16.1996 -8.8903 9.0033
O -17.5129 -8.3132 9.2318
H -16.1862 -9.7443 11.0130
H -15.5381 -8.1296 10.8892
H -14.5906 -9.4859 10.3481
H -16.2138 -9.8379 8.4593
H -15.5773 -8.2276 8.4192
H -18.1663 -8.9218 8.8817
C -21.0859 -9.5203 10.2835
C -20.7575 -10.0433 8.8855
O -19.3664 -10.3583 8.8398
H -20.4387 -8.6857 10.5318
H -20.9232 -10.3700 10.9750
H -22.1396 -9.3083 10.3984
H -20.8606 -9.2737 8.1358
H -21.3624 -10.8999 8.5850
H -19.2648 -11.1996 9.3000
C -19.0419 -8.3672 5.3684
C -18.8994 -7.2898 4.2954
O -19.1342 -6.0040 4.8762
H -18.4156 -8.2000 6.2224
H -18.7789 -9.3152 4.9442
H -20.0986 -8.2392 5.7967
H -19.6583 -7.3844 3.4983
H -17.8981 -7.4320 3.8472
H -18.6084 -5.9537 5.7057
C -13.1874 -1.7529 6.9357
C -11.9605 -2.5347 6.6227
O -12.3448 -3.7471 5.8918
H -12.8042 -0.8043 7.2795
H -13.7755 -2.1592 7.7102
H -13.7473 -1.5399 5.9851
H -11.4616 -2.8301 7.5758
H -11.2163 -1.9276 6.0600
H -11.7308 -4.4484 5.9145
```

Summary:
SMILES: CCO.CCO.CCO.CCO.CCO.CCO.CCO.CCO.CCO.CCO
Max |F| in eV/Å: 2.85
HOMO energy in eV: -9.66
Relative energy (zero: lowest compared OMol25 entry of this formula, charge and spin) in eV: 1.503
LUMO level in eV: 0.7
HOMO-LUMO gap in Eh: 0.3803

=====

Entry 2:
# C20H60O10

A 10-piece molecular cluster, C20H60O10 overall (ωB97M-V/def2-TZVPD, the Open Molecules 2025 dataset).

```
90
Properties=species:S:1:pos:R:3
C -29.4463 16.2778 -20.7017
C -30.4057 16.4590 -21.8890
O -30.7818 17.8331 -21.9762
H -28.6253 16.9765 -20.8427
H -29.0012 15.2769 -20.7397
H -29.9481 16.3561 -19.7361
H -31.2182 15.7350 -21.8730
H -29.7745 16.3427 -22.7693
H -31.2840 18.0665 -21.1892
C -31.3212 8.6454 -16.2410
C -31.4806 9.8955 -15.3988
O -32.8434 10.2855 -15.2350
H -30.3004 8.7733 -16.6451
H -31.8842 8.7034 -17.1734
H -31.3135 7.6822 -15.7407
H -30.8771 10.7322 -15.7402
H -31.0419 9.6348 -14.4213
H -33.3387 9.4890 -15.0279
C -32.9562 10.0448 -19.5145
C -33.5379 8.6584 -19.3615
O -34.4259 8.7416 -18.2605
H -32.5743 10.4090 -18.5572
H -33.7895 10.7390 -19.6737
H -32.2290 10.1556 -20.3159
H -32.7183 7.9518 -19.1735
H -34.0126 8.3364 -20.2947
H -34.5518 7.8733 -17.8681
C -33.8396 14.1206 -19.9524
C -33.6652 15.5587 -19.4989
O -33.7916 16.4127 -20.6110
H -33.0268 13.8724 -20.6313
H -34.8049 13.9815 -20.4375
H -33.8526 13.4974 -19.0576
H -32.7527 15.7103 -18.9101
H -34.4684 15.7426 -18.7664
H -33.4586 17.2978 -20.4559
C -25.8857 16.9602 -16.9049
C -26.5577 15.7497 -17.5074
O -27.9588 15.9212 -17.6049
H -24.8104 16.8662 -16.7515
H -26.3242 17.1397 -15.9187
H -26.0027 17.8501 -17.5272
H -26.2811 14.8900 -16.8826
H -26.1257 15.5762 -18.5006
H -28.2546 15.2805 -18.2603
C -31.7656 13.1786 -23.5321
C -31.2092 11.7906 -23.7155
O -30.9627 11.4896 -25.1040
H -31.9512 13.3389 -22.4692
H -32.7554 13.2590 -23.9926
H -31.1570 13.9432 -24.0107
H -31.9088 11.0175 -23.3911
H -30.3018 11.6945 -23.1105
H -30.0086 11.4917 -25.2191
C -28.1853 8.8640 -20.2853
C -28.9953 9.8373 -21.1377
O -28.2011 10.9601 -21.5446
H -28.7743 7.9480 -20.1946
H -27.9281 9.2608 -19.3049
H -27.2462 8.6058 -20.7774
H -29.8188 10.2567 -20.5542
H -29.4529 9.2990 -21.9699
H -27.9248 10.8628 -22.4586
C -30.6855 12.9923 -19.3354
C -29.7177 12.3276 -18.3663
O -28.3974 12.2739 -18.9215
H -30.5344 14.0599 -19.4813
H -31.6958 12.9527 -18.9214
H -30.6929 12.4286 -20.2705
H -30.0201 11.2820 -18.1983
H -29.6675 12.8522 -17.4114
H -28.5064 11.9062 -19.8104
C -24.6177 9.8365 -17.5835
C -25.7261 10.8615 -17.9049
O -25.3164 12.1603 -17.5137
H -24.9938 9.0547 -16.9279
H -23.7694 10.3110 -17.0945
H -24.2772 9.4214 -18.5316
H -26.6256 10.5871 -17.3380
H -25.9988 10.8134 -18.9626
H -26.0495 12.7580 -17.7108
C -28.4945 14.1042 -14.3097
C -29.0378 15.1339 -13.3196
O -29.9530 15.9926 -13.9824
H -27.7568 13.4559 -13.8313
H -27.9575 14.6527 -15.0859
H -29.2646 13.4498 -14.7148
H -28.1657 15.6605 -12.9245
H -29.5562 14.5752 -12.5345
H -30.3540 16.5295 -13.2909
```

Summary:
SMILES: CCO.CCO.CCO.CCO.CCO.CCO.CCO.CCO.CCO.CCO
Max |F| in eV/Å: 2.57
HOMO energy in eV: -9.84
Relative energy (zero: lowest compared OMol25 entry of this formula, charge and spin) in eV: 2.313
LUMO level in eV: 0.2
HOMO-LUMO gap in Eh: 0.3679

=====

Which formula does entry 2 have?
C20H60O10

=====

Look up the HOMO energy of the first one.
-9.66 eV

=====

What is the formula in the first record?
C20H60O10

=====

The lowest LUMO level belongs to which entry?
number 2